Entry 1:
Formula: C24H37AuN3P2S
Source: OMol25
Level of theory: ωB97M-V/def2-TZVPD

Each line ends with the natural charge from an NBO analysis.
Cartesian coordinates (Å):
C (-1.66912, 3.19806, -3.83744)  -0.2024
C (-1.47685, 1.83710, -3.57571)  -0.1253
C (-0.16305, 1.27134, -3.72595)  0.2731
C (0.99153, 2.17046, -3.73980)  -0.1161
C (0.73772, 3.54110, -4.01773)  -0.1799
C (-0.57296, 4.03151, -4.08516)  -0.2626
C (2.26929, 1.66029, -3.20651)  -0.4484
C (2.46533, 0.26421, -3.64216)  -0.0618
C (1.30812, -0.62275, -3.65097)  0.2207
C (1.51104, -2.03105, -3.40366)  -0.0902
C (2.80248, -2.56247, -3.46862)  -0.2290
C (3.90205, -1.72267, -3.65314)  -0.2375
C (3.75512, -0.33301, -3.69593)  -0.2221
H (-2.68796, 3.59616, -3.76800)  0.2069
H (1.62376, 4.16789, -4.16629)  0.2147
H (-0.76302, 5.08294, -4.30597)  0.2177
H (3.14509, 2.37244, -2.87785)  0.2639
H (2.91980, -3.63109, -3.28954)  0.2059
H (4.88530, -2.16803, -3.73095)  0.2153
H (4.60382, 0.37196, -3.76473)  0.2141
N (0.07906, -0.04170, -3.37140)  -0.8369
Au (0.29011, 0.21446, -1.06061)  0.3517
C (-2.55387, 1.03168, -2.87670)  -0.7225
H (-2.64808, 0.02595, -3.30426)  0.2595
H (-3.52385, 1.54578, -2.91468)  0.2366
C (0.36666, -2.80591, -2.77722)  -0.7215
H (-0.57953, -2.63151, -3.32177)  0.2606
H (0.58091, -3.88842, -2.75858)  0.2344
P (-2.02508, 0.86997, -1.09702)  0.9719
P (0.11823, -2.23173, -1.01244)  0.9662
C (1.49256, -2.98044, -0.11600)  -0.9808
H (1.35540, -2.74728, 0.94670)  0.2322
H (1.52207, -4.07337, -0.23756)  0.2421
H (2.44872, -2.55783, -0.45076)  0.2766
C (-1.31793, -3.20953, -0.51915)  -0.9702
H (-1.12040, -4.28314, -0.68833)  0.2447
H (-1.51996, -3.06114, 0.54912)  0.2361
H (-2.20177, -2.92318, -1.10743)  0.2476
C (-2.15176, 2.55302, -0.39817)  -0.9731
H (-3.09504, 3.07575, -0.63943)  0.2477
H (-2.05347, 2.45403, 0.69784)  0.2274
H (-1.29893, 3.14157, -0.77159)  0.2771
C (-3.43663, -0.02143, -0.38133)  -0.9659
H (-3.32651, -0.07106, 0.71550)  0.2308
H (-4.38307, 0.50534, -0.62342)  0.2458
H (-3.47998, -1.04173, -0.79679)  0.2478
H (2.25783, 1.15635, -1.99039)  0.1563
H (-0.05334, 1.14862, 2.41723)  0.1818
C (-2.38916, 0.17398, 4.08621)  -0.4067
N (-1.18640, 0.09477, 4.91093)  -0.3779
C (-1.40373, 0.13230, 6.35591)  -0.4234
C (0.02578, -0.06828, 4.34113)  0.4079
S (0.02652, -0.19496, 2.54706)  0.0247
N (1.23888, -0.03086, 4.93594)  -0.3650
C (1.49739, -0.07098, 6.37628)  -0.4279
C (2.44597, -0.09880, 4.11378)  -0.4152
H (-3.23414, 0.22333, 4.77058)  0.2223
H (-2.50375, -0.71161, 3.45545)  0.2300
H (-2.40632, 1.06751, 3.45687)  0.2188
H (-1.04384, -0.79234, 6.82278)  0.2225
H (-0.97002, 1.03527, 6.80355)  0.2214
H (-2.47882, 0.17973, 6.51033)  0.2339
H (1.93603, -1.04529, 6.65515)  0.2243
H (2.21978, 0.72075, 6.62980)  0.2297
H (0.59937, 0.08959, 6.98143)  0.2288
H (2.48020, -1.02188, 3.53962)  0.2278
H (2.51241, 0.74008, 3.42290)  0.2362
H (3.30399, -0.06980, 4.77903)  0.2273

The LUMO energy (alpha / beta) comes out at -3.276 / -4.215 eV. The expectation value of S² is 2.011. The HOMO energy (alpha / beta) comes out at -7.371 / -7.971 eV. The value obtained for the frontier orbital gap (alpha / beta) is 0.15049 / 0.13805 Eh. The total charge is +1. As for the spin multiplicity: 3. The energy above the lowest of the compared OMol25 structures with the same formula, charge and spin comes out at 282.6 kJ/mol.

Entry 2:
Formula: C24H37BBrFN3O5S2
Source: OMol25
Level of theory: ωB97M-V/def2-TZVPD

Each line ends with the Mulliken charge.
Cartesian coordinates (Å):
C (-0.80116, -2.09270, 2.91082)  0.1832
C (-0.30421, -1.45300, 2.03081)  -2.2388
C (0.46244, -0.59236, 1.10258)  -0.6668
N (1.66360, -0.02970, 1.81574)  0.8288
S (2.96233, -1.24959, 1.71732)  1.0333
O (2.50671, -2.45625, 2.28321)  -0.5007
O (4.10994, -0.69148, 2.32141)  -0.5200
F (3.22309, -1.35661, 0.19927)  -0.0809
C (2.23913, 1.26374, 1.29906)  -1.3654
B (2.69818, 2.23832, 2.50740)  0.1175
N (2.99836, 3.64573, 2.27257)  -0.4742
O (2.85555, 1.71861, 3.80068)  -0.5713
C (1.37016, 2.08609, 0.30464)  -0.8238
Br (2.64949, 2.87155, -0.97303)  -0.0397
C (0.27944, 1.31590, -0.50942)  -0.1015
C (0.90046, 0.43714, -1.64502)  -1.9689
C (0.71503, 1.00411, -3.09759)  1.0344
C (2.11648, 0.99633, -3.80064)  -1.7295
C (-0.19425, 0.05941, -3.93105)  -1.5693
C (-0.53621, 0.46357, 0.53468)  1.7065
C (-1.04998, 1.45752, 1.62269)  -1.2087
C (-2.34780, 1.11327, 2.35995)  0.6982
C (-2.42572, 2.08176, 3.59098)  -1.6595
O (-3.49764, 1.38929, 1.56731)  -0.3814
C (-4.64595, 0.70366, 2.06104)  -1.0114
C (-4.65244, -0.79520, 1.77095)  0.6666
C (-4.54986, -1.64670, 2.87675)  -0.4780
C (-4.50770, -3.03376, 2.70667)  -0.6589
C (-4.55659, -3.55379, 1.41933)  -0.4213
C (-4.68223, -2.70417, 0.32014)  -0.7467
C (-4.72314, -1.32246, 0.48177)  -0.3311
N (-1.61262, -0.32220, -0.05750)  -0.4535
C (-2.27743, 0.21093, -0.93110)  0.3717
S (-3.09901, 0.88853, -2.06165)  -0.2413
H (-1.45905, -2.51099, 3.64602)  0.6107
H (0.81674, -1.28124, 0.32537)  0.7403
H (1.45001, -0.00975, 2.82532)  0.9034
H (3.17700, 1.03135, 0.77692)  1.1372
H (3.92150, 3.88117, 2.62755)  0.2482
H (2.30203, 4.16446, 2.80968)  0.2169
H (2.00539, 1.68635, 4.26364)  0.3428
H (0.95987, 2.96247, 0.80630)  0.8898
H (-0.34008, 2.10303, -0.95402)  1.0359
H (1.93402, 0.14564, -1.43931)  0.2685
H (0.31548, -0.49659, -1.63816)  0.5964
H (0.30590, 2.01911, -3.08049)  0.4720
H (2.78869, 0.25844, -3.35326)  0.3333
H (1.98640, 0.66379, -4.83026)  0.4948
H (2.55951, 1.99556, -3.82024)  0.3232
H (-0.89561, -0.50377, -3.31096)  0.3672
H (-0.70892, 0.63292, -4.70935)  0.3143
H (0.42954, -0.67338, -4.45715)  0.3765
H (-0.26340, 1.62328, 2.37500)  -0.2271
H (-1.19905, 2.42852, 1.13148)  0.8708
H (-2.39306, 0.10553, 2.78322)  -0.1048
H (-1.45823, 2.05382, 4.10749)  0.3423
H (-2.68770, 3.09317, 3.26957)  0.3744
H (-3.18639, 1.69556, 4.27482)  0.4828
H (-5.49877, 1.12299, 1.50957)  0.4228
H (-4.85091, 0.90011, 3.12030)  0.3390
H (-4.48643, -1.21202, 3.87416)  0.3657
H (-4.40549, -3.65375, 3.59415)  0.4661
H (-4.50251, -4.62020, 1.21647)  0.4063
H (-4.71750, -3.10531, -0.68983)  0.4196
H (-4.80130, -0.61915, -0.34327)  0.7397
C (5.23297, -2.17076, -4.70650)  -1.0535
C (3.76750, -2.32239, -5.06980)  -0.2657
O (3.23661, -1.10020, -5.58015)  -0.4210
H (5.36197, -1.38275, -3.96236)  0.2662
H (5.63612, -3.10209, -4.30597)  0.3426
H (5.82022, -1.88584, -5.58202)  0.3425
H (3.18018, -2.58688, -4.18983)  0.2292
H (3.63634, -3.10797, -5.81990)  0.3367
H (3.74396, -0.86773, -6.36499)  0.2564

The LUMO energy comes out at -3.571 eV. The HOMO energy comes out at -11.529 eV. The value obtained for the frontier orbital gap is 0.29244 Eh. The total charge is +1.

Entry 3:
Formula: C24H37BN6O6SSiW
Source: OMol25
Level of theory: ωB97M-V/def2-TZVPD

Each line ends with the Mulliken charge.
Cartesian coordinates (Å):
W (-0.82751, 0.97465, 0.79857)  2.2016
O (-4.81463, 0.86549, 2.26343)  -0.6533
C (-3.63814, 1.03254, 2.03859)  0.0590
N (-2.98383, 1.01889, 0.82631)  -0.0710
C (-3.69096, 1.13823, -0.34461)  -0.2536
O (-4.87977, 1.01934, -0.53553)  -0.6803
C (-2.79116, 1.54408, -1.49373)  0.4989
C (-3.31278, 1.77133, -2.75834)  -0.6014
C (-2.46009, 2.21011, -3.75666)  -0.4591
C (-1.11754, 2.42086, -3.46063)  -0.8515
C (-0.67130, 2.15933, -2.17966)  -0.1682
N (-1.49433, 1.71251, -1.23053)  -0.0914
C (-2.68807, 1.36885, 3.16101)  0.5091
C (-3.15779, 1.56121, 4.44704)  -0.6179
C (-2.26180, 1.93346, 5.43284)  -0.5177
C (-0.92902, 2.11816, 5.09431)  -0.7178
C (-0.53202, 1.90246, 3.78883)  -0.2282
N (-1.39709, 1.51975, 2.84747)  0.1016
H (-4.36995, 1.61143, -2.91646)  0.5470
H (-2.83718, 2.40199, -4.75280)  0.4264
H (-0.42626, 2.78234, -4.20895)  0.4807
H (0.35992, 2.29230, -1.87699)  0.4431
H (-4.21263, 1.41993, 4.63482)  0.5255
H (-2.59745, 2.08615, 6.45002)  0.4397
H (-0.19817, 2.42359, 5.82938)  0.4407
H (0.49144, 2.03877, 3.46084)  0.4434
C (-1.32508, -3.93989, 1.68455)  -1.3658
Si (-2.02456, -2.19258, 1.86904)  0.4690
C (-3.33687, -2.04601, 0.52078)  -0.9161
C (-2.93423, -2.17267, 3.51856)  -1.1615
C (-0.64985, -0.89798, 1.92975)  -1.2312
H (-2.09877, -4.66476, 1.95161)  0.3398
H (-0.46050, -4.11825, 2.32767)  0.3417
H (-1.03740, -4.14701, 0.65022)  0.3204
H (-3.75565, -3.04056, 0.33960)  0.5591
H (-2.96344, -1.67482, -0.43535)  0.0576
H (-4.16000, -1.39657, 0.82589)  0.3720
H (-3.70299, -2.94950, 3.54418)  0.3332
H (-3.43690, -1.22270, 3.70838)  0.2998
H (-2.24050, -2.35926, 4.34284)  0.3141
H (0.29666, -1.35884, 1.63859)  0.7283
H (-0.57301, -0.74336, 3.01251)  0.7286
O (-0.42306, 2.93334, 0.96416)  -0.5516
S (1.22371, 2.94705, 1.00190)  -0.1294
N (1.27105, 1.32202, 0.46620)  -1.2817
C (4.05262, -1.30431, -2.49934)  -1.9142
C (3.48865, 0.05269, -2.12159)  1.4295
C (2.97444, 0.76912, -3.36723)  -2.0167
O (2.36686, -0.13349, -1.24342)  0.0411
B (2.32852, 0.97582, -0.38317)  1.0809
O (3.50360, 1.71945, -0.50001)  -0.7068
C (4.43457, 0.94629, -1.26849)  1.5571
C (5.31980, 1.88430, -2.06725)  -1.8130
C (5.27266, 0.13162, -0.28864)  -1.9188
H (3.30811, -1.86192, -3.07075)  0.4491
H (4.31528, -1.88435, -1.61656)  0.3678
H (4.94401, -1.19373, -3.12021)  0.3890
H (2.16361, 0.18043, -3.80050)  0.4604
H (3.75667, 0.89020, -4.11752)  0.3597
H (2.58808, 1.75719, -3.10897)  0.3796
H (4.72689, 2.58581, -2.65070)  0.3483
H (5.97201, 1.32330, -2.74068)  0.3312
H (5.94740, 2.45817, -1.38545)  0.4625
H (4.64352, -0.55412, 0.28311)  0.2982
H (5.75082, 0.81609, 0.41171)  0.5027
H (6.04810, -0.44275, -0.79772)  0.3295
C (1.31854, -2.80099, -0.45000)  -0.5611
N (0.34845, -2.53415, -1.49916)  -0.1354
C (-0.41416, -1.43200, -1.56850)  -0.0266
N (-1.22349, -1.32420, -2.66718)  -0.4857
O (-0.41781, -0.56096, -0.69359)  0.3108
H (0.92627, -3.49847, 0.28808)  0.1390
H (1.57507, -1.86125, 0.02440)  -0.0699
H (2.22212, -3.21062, -0.89955)  0.4445
H (0.20668, -3.23755, -2.20279)  0.2085
H (-0.99265, -1.82305, -3.50856)  0.2349
H (-1.68570, -0.43802, -2.78941)  0.0919

The LUMO energy (alpha / beta) comes out at -0.297 / -0.239 eV. The expectation value of S² is 2.012. The HOMO energy (alpha / beta) comes out at -6.012 / -6.590 eV. The value obtained for the frontier orbital gap (alpha / beta) is 0.21002 / 0.23340 Eh. As for the spin multiplicity: 3. The energy above the lowest of the compared OMol25 structures with the same formula, charge and spin comes out at 0.0 kJ/mol.

For reference, molecular weight by record: 658.563, 621.424, 760.401 g mol⁻¹.
For reference, electronic energy by record: -2317.1526, -4971.9263, -2496.5867 hartree.